Here is a molecular structure, C46H49BrN6OP2Sr from OMol25. Energies are from wB97M-V/def2-TZVPD.

```
! wB97M-V def2-TZVPD RIJCOSX def2/J DEFGRID3
* xyz 0 1
Sr -0.70117 0.53473 -1.13257
Br -3.32707 -6.94877 -1.84446
C -2.63966 -5.25645 -1.34101
C -2.51263 -4.93310 0.01433
C -2.03690 -3.70322 0.39088
C -1.67342 -2.70790 -0.55786
O -1.34026 -1.52672 -0.17905
C -1.71412 -3.10073 -1.93115
C -1.10280 -2.37403 -3.02009
N -0.34416 -1.33207 -2.96026
C 0.41232 -1.02628 -4.11529
C 0.90681 -1.99032 -4.96155
C 1.63894 -1.65846 -6.12157
C 1.90026 -0.35841 -6.42441
C 1.47976 0.66375 -5.53850
C 1.76057 2.02834 -5.78161
C 1.37729 2.96818 -4.87685
C 0.72973 2.54036 -3.70011
N 0.43731 1.29016 -3.44345
C 0.77205 0.33952 -4.36362
C -2.23539 -4.35984 -2.29141
H -2.79746 -5.65847 0.76562
H -1.94435 -3.45581 1.43988
H -1.26450 -2.84412 -3.99441
H 0.75160 -3.03409 -4.72689
H 1.99580 -2.45237 -6.76478
H 2.45364 -0.08985 -7.31571
H 2.28531 2.30426 -6.68888
H 1.57068 4.02044 -5.03124
H 0.45062 3.26350 -2.94182
H -2.28629 -4.62453 -3.34098
C -0.24895 4.19518 0.17111
N -0.94463 3.23435 -0.66256
C -1.72540 3.71839 -1.57157
C -2.54324 2.94340 -2.44215
C -3.29474 3.41653 -3.52821
C -3.86980 2.29406 -4.11939
C -3.43624 1.19937 -3.35524
N -2.64074 1.57406 -2.34464
C -0.97933 4.52391 1.45817
C -2.36604 4.48819 1.54488
C -3.00869 4.83845 2.72531
C -2.27369 5.21925 3.83786
C -0.88711 5.25155 3.76290
C -0.24942 4.90759 2.58033
H -0.07519 5.13573 -0.37388
H 0.73559 3.79612 0.43359
H -1.77522 4.80567 -1.72210
H -3.40036 4.44937 -3.82804
H -4.52319 2.26278 -4.97733
H -3.68520 0.15589 -3.50324
H -2.95225 4.17983 0.68764
H -4.08985 4.80334 2.77604
H -2.77590 5.48276 4.75991
H -0.30175 5.54250 4.62625
H 0.83443 4.92937 2.52747
C 1.91509 -2.82420 -1.11266
P 1.78244 -1.22742 -0.23258
C 1.44174 -1.84626 1.48858
N 1.90566 -3.02985 1.79230
C 1.74075 -3.47974 3.06412
C 2.20773 -4.76886 3.41859
C 2.08549 -5.20228 4.70521
C 1.49764 -4.37234 5.69341
C 1.03720 -3.13010 5.37232
C 1.14452 -2.66507 4.03890
N 0.65009 -1.44216 3.71106
C 0.74151 -1.04958 2.46802
P -0.03656 0.58571 2.03473
C 0.90586 1.59986 3.24407
C -1.80049 0.54841 2.73985
C -2.24462 -0.82191 3.24638
C -2.71765 0.94506 1.57205
C -1.95451 1.57672 3.86204
C 3.56092 -0.65805 -0.10201
C 4.54214 -1.67598 0.47250
C 3.97738 -0.28221 -1.52872
C 3.57054 0.59302 0.77593
H 2.65231 -3.48845 -0.67015
H 2.15435 -2.62682 -2.15883
H 0.94260 -3.31731 -1.07275
H 2.65776 -5.37864 2.64597
H 2.44011 -6.18685 4.98144
H 1.41341 -4.73499 6.70962
H 0.57767 -2.47952 6.10513
H 0.88994 1.14624 4.23467
H 0.49139 2.60584 3.29241
H 1.93770 1.67723 2.90380
H -2.11372 -1.58294 2.47867
H -3.31187 -0.76569 3.48210
H -1.70717 -1.12386 4.14384
H -2.39428 1.86875 1.08465
H -3.73309 1.10836 1.94450
H -2.77345 0.14185 0.83347
H -1.33583 1.33129 4.72663
H -2.99934 1.57425 4.18665
H -1.71823 2.59319 3.53818
H 4.54487 -2.61155 -0.08581
H 4.31874 -1.91004 1.51361
H 5.55501 -1.26303 0.43173
H 4.06493 -1.16241 -2.16869
H 4.95284 0.21195 -1.50577
H 3.26374 0.40416 -1.99382
H 3.30730 0.34702 1.80687
H 2.87138 1.35233 0.41401
H 4.57257 1.03163 0.78944
*
```

- HOMO energy: -7.122 eV

Here is a gas-phase ion, C7H8NO2S (charge -1) at a distorted geometry from OMol25. Energies are from wB97M-V/def2-TZVPD.

```
! wB97M-V def2-TZVPD RIJCOSX def2/J DEFGRID3
* xyz -1 3
C -3.08567 0.50031 -0.04971
C -2.48811 -0.72510 0.25835
C -2.33672 1.66087 -0.19600
C -1.14471 -0.78978 0.53979
C -0.96399 1.52407 -0.05323
C -0.38581 0.35246 0.29863
C 3.30236 -1.50964 -0.09945
N 2.86946 -0.35278 0.71469
O 1.54491 0.59322 -1.47732
O 1.85078 1.78684 0.71565
S 1.64569 0.52975 0.04376
H -4.19715 0.55656 -0.13837
H -3.02386 -1.59248 0.44249
H -2.84394 2.51569 -0.61225
H -0.78935 -1.73779 0.79339
H -0.18926 2.28653 -0.22003
H 3.97964 -2.14527 0.51585
H 2.46210 -2.15966 -0.43269
H 3.79362 -1.29379 -1.04356
*
```

- HOMO energy (alpha / beta): 0.491 / -4.311 eV

Here is 2 unconnected molecules or ions with the total composition CH2IN2PS at a distorted geometry from OMol25. Energies are from wB97M-V/def2-TZVPD.

```
! wB97M-V def2-TZVPD RIJCOSX def2/J DEFGRID3
* xyz 0 1
H 2.89873 -0.91144 0.79749
P 2.17932 -0.44334 -0.35533
N 1.27383 0.33485 0.62609
N 0.26915 1.13911 0.42747
C -0.77513 1.21272 -0.17198
S -2.08971 1.80903 -0.76704
I -2.01640 -2.33115 -0.03465
H -1.73978 -0.80978 -0.52205
*
```

- HOMO energy: -8.795 eV
- Structure (SMILES): [H]/P=N/N=C=S.I

Here is a molecular structure, C6H8O2 at a distorted geometry from OMol25. Energies are from wB97M-V/def2-TZVPD.

```
! wB97M-V def2-TZVPD RIJCOSX def2/J DEFGRID3
* xyz 0 1
C -1.90365 -0.59613 -0.02369
C -0.63415 0.22726 0.06727
C 0.54278 -0.70153 -0.73884
C 0.54386 -0.08454 1.07915
C 1.76169 0.65029 0.44560
C 1.78465 0.08579 -0.84886
H -1.71149 -1.60374 -0.06114
H -2.90757 -0.22810 0.56519
H -2.21296 -0.29131 -1.22912
H -0.09667 2.30506 0.19855
H 0.19109 -0.93161 -1.58694
H 0.32677 -0.07290 2.26178
H 2.44349 1.05204 1.21407
H 2.44533 0.20092 -1.59834
O -1.01661 1.54611 -0.16008
O 0.44345 -1.55760 0.41542
*
```

- HOMO energy: -9.087 eV

Here is C2H7N3O in the gas phase at a distorted geometry from OMol25. Energies are from wB97M-V/def2-TZVPD.

```
! wB97M-V def2-TZVPD RIJCOSX def2/J DEFGRID3
* xyz 0 1
C -1.63227 -1.14278 -0.66435
C -0.29664 -0.66877 -0.16168
O 0.79154 -1.42822 -0.55006
N -0.14678 0.47406 0.34847
N 1.01003 1.16521 0.26730
N 1.29414 2.09048 1.24024
H -1.37280 -1.28847 -1.71886
H -2.06173 -1.96680 -0.24898
H -2.52469 -0.42591 -0.69664
H 0.88392 -2.01028 -1.40689
H 1.81425 0.55755 0.15608
H 0.62736 2.81337 1.29786
H 1.61366 1.83055 2.13752
*
```

- HOMO energy: -8.053 eV
- Structure (SMILES): C/C(O)=N/NN

Here is a molecular structure, C13H15Cl2KNO3 at a distorted geometry from OMol25. Energies are from wB97M-V/def2-TZVPD.

```
! wB97M-V def2-TZVPD RIJCOSX def2/J DEFGRID3
* xyz -1 1
K 0.00000 0.00000 0.00000
C -2.28244 -1.54959 -0.58363
O -0.95861 -2.04077 -0.44101
C -0.79564 -2.94518 0.65163
C -0.78099 -2.21427 1.98837
O 0.23166 -1.21201 1.92814
C 0.29017 -0.44771 3.12336
H -2.99504 -2.37557 -0.66971
H -2.32899 -0.95610 -1.50088
H -2.55323 -0.90171 0.25393
H 0.17296 -3.43350 0.50032
H -1.56883 -3.72103 0.62729
H -0.55902 -2.91927 2.79700
H -1.74799 -1.74033 2.18545
H 0.51577 -1.09077 3.97935
H -0.65453 0.07978 3.28702
H 1.08903 0.29158 3.02127
Cl 1.08110 4.79630 -2.16769
C 0.27968 3.41429 -2.88263
C -0.13276 3.59270 -4.20092
C -0.77631 2.56036 -4.85773
Cl -1.25819 2.86394 -6.49959
C -1.01929 1.33410 -4.21212
C -1.67499 0.25257 -4.84961
C -1.89771 -0.94160 -4.18292
C -1.45694 -1.02713 -2.88637
N -0.83095 -0.02414 -2.24622
C -0.59489 1.16021 -2.86597
C 0.07366 2.20701 -2.15624
O 0.46384 2.06596 -0.93871
H 0.05301 4.53676 -4.70147
H -2.01832 0.33508 -5.87650
H -2.39747 -1.77358 -4.66059
H -1.59232 -1.92659 -2.29567
H 1.06401 1.26560 1.55727
*
```

- HOMO energy (alpha / beta): -1.695 / -1.696 eV